66
Properties=species:S:1:pos:R:3:forces:R:3:mulliken_charge:R:1 method="wB97M-V/def2-TZVPD" charge=0 multiplicity=2 largest_force_ev_per_a=3.9 e_tot_ha=-2966.63089 homo_lumo_gap_ev="6.35 / 6.10" lumo_ev="-1.31 / -1.43"
Ru 0.091 0.290 0.231 -1.6 -1.0 1.0 0.09
C -3.471 2.551 3.921 0.4 -0.3 0.0 -0.75
S -2.466 1.124 4.448 -0.3 0.0 0.0 -0.05
C -1.651 0.710 2.945 0.9 0.8 -1.1 0.19
S -0.950 1.972 1.955 0.8 -1.0 -0.7 -0.44
N -1.596 -0.553 2.687 -1.2 -1.2 2.5 -1.60
N -0.977 -1.004 1.623 0.7 -1.7 -2.7 1.92
C -1.025 -2.322 1.370 -0.7 2.9 2.5 -1.51
C -0.607 -2.802 0.128 1.1 -0.6 -2.6 1.19
C -0.575 -4.182 -0.207 -0.2 1.1 0.8 -1.16
C -0.120 -4.567 -1.438 0.3 0.3 -0.8 -0.38
C 0.277 -3.591 -2.363 -0.3 -0.5 0.5 -0.86
C 0.188 -2.263 -1.987 0.1 0.0 -0.6 -0.65
N -0.221 -1.869 -0.796 0.6 0.6 1.6 0.91
H -3.787 3.056 4.826 0.0 0.1 0.1 0.37
H -4.335 2.195 3.367 -0.1 0.1 0.0 0.18
H -2.858 3.207 3.310 -0.1 0.1 0.0 0.27
H -1.433 -2.983 2.126 -0.1 0.0 0.0 0.30
H -0.890 -4.904 0.529 0.0 -0.1 0.1 0.50
H -0.068 -5.613 -1.705 0.0 -0.1 0.0 0.43
H 0.654 -3.868 -3.334 0.0 0.1 -0.1 0.47
H 0.462 -1.473 -2.674 0.1 0.0 0.0 0.35
C 1.817 0.948 -2.933 0.0 0.4 0.8 -1.34
Si 1.727 1.494 -1.067 0.3 0.0 -0.2 1.14
C 1.428 3.410 -1.028 0.2 -0.9 -0.1 -1.31
C 3.483 1.153 -0.361 -0.9 0.3 -0.5 0.44
C 4.624 1.642 -0.981 0.3 0.0 0.0 -0.52
C 5.877 1.374 -0.456 0.1 0.1 -0.2 -0.70
C 5.993 0.616 0.697 0.2 0.0 0.1 -0.71
C 4.858 0.125 1.315 0.2 0.0 0.1 -0.63
C 3.600 0.385 0.795 -0.8 -0.2 0.2 0.07
Si 2.004 -0.352 1.563 0.8 0.2 0.2 1.09
C 1.998 0.218 3.415 -0.2 -0.3 -0.9 -1.30
C 2.414 -2.244 1.572 -0.5 0.8 0.0 -1.32
H 2.433 1.647 -3.491 0.2 0.2 -0.2 0.43
H 0.840 0.917 -3.405 -0.3 0.0 0.0 0.25
H 2.275 -0.033 -3.021 0.1 -0.2 0.0 0.34
H 2.248 3.919 -1.526 0.2 0.1 -0.1 0.39
H 1.379 3.774 -0.007 0.0 0.0 0.2 0.30
H 0.504 3.688 -1.525 -0.2 0.0 -0.1 0.30
H 4.533 2.233 -1.881 0.1 0.1 -0.2 0.35
H 6.761 1.759 -0.946 0.1 0.0 0.0 0.39
H 6.971 0.404 1.109 0.1 0.0 0.0 0.39
H 4.953 -0.471 2.212 0.1 -0.1 0.2 0.30
H 2.947 -0.048 3.871 0.2 -0.1 0.1 0.37
H 1.204 -0.256 3.983 -0.2 -0.1 0.1 0.32
H 1.872 1.293 3.503 0.0 0.1 -0.1 0.32
H 3.404 -2.388 1.991 0.2 0.0 0.1 0.49
H 2.421 -2.647 0.564 0.0 0.0 -0.2 0.24
H 1.708 -2.816 2.160 -0.2 -0.2 0.2 0.34
C -3.600 0.059 -4.050 0.0 0.0 0.0 -1.17
C -3.757 0.851 -2.768 0.2 -0.6 0.2 -0.53
S -2.802 0.042 -1.399 -1.5 1.1 0.2 0.18
O -1.474 0.716 -1.480 1.1 0.4 -0.2 -0.48
C -3.684 0.900 -0.020 0.2 -0.5 -0.2 0.23
C -4.739 -0.010 0.572 0.0 0.0 -0.1 -1.16
H -4.105 0.565 -4.870 0.0 0.0 -0.1 0.38
H -4.034 -0.932 -3.936 0.0 -0.1 -0.1 0.33
H -2.550 -0.051 -4.309 0.1 0.0 -0.1 0.28
H -4.802 0.894 -2.465 -0.1 0.0 0.1 0.43
H -3.348 1.857 -2.862 0.0 0.0 0.3 0.31
H -4.099 1.837 -0.389 0.1 0.0 -0.1 0.58
H -2.907 1.130 0.713 0.0 0.0 -0.3 -0.55
H -5.460 -0.316 -0.184 -0.2 -0.1 0.0 0.35
H -5.277 0.502 1.368 0.0 0.0 0.0 0.36
H -4.278 -0.900 0.995 0.0 -0.1 0.1 0.26



70
Properties=species:S:1:pos:R:3:forces:R:3:mulliken_charge:R:1 method="wB97M-V/def2-TZVPD" charge=+1 largest_force_ev_per_a=3.9 e_tot_ha=-1872.36901 homo_lumo_gap_ev=6.97 lumo_ev=-4.00
C 3.814 -4.648 -0.024 0.4 0.2 0.1 -0.69
C 2.491 -5.147 -0.564 -0.3 0.5 -0.1 -0.58
N 1.567 -4.011 -0.714 0.1 0.0 0.1 0.04
C 0.120 -4.184 -0.877 -0.6 -0.6 0.3 -0.76
C -0.367 -2.799 -1.288 -0.1 -0.3 0.2 -0.56
N 0.847 -2.128 -1.701 0.5 -2.9 1.3 -0.05
C 1.906 -2.818 -1.254 -2.1 0.1 -0.6 0.19
S 3.517 -2.243 -1.392 0.1 0.6 -0.2 -0.09
C 4.509 -3.702 -0.988 0.3 -0.1 -0.2 -0.58
H 3.663 -4.105 0.918 0.0 -0.3 -0.1 0.33
H 4.487 -5.497 0.150 -0.2 0.1 0.1 0.36
H 2.636 -5.629 -1.544 -0.1 -0.1 0.3 0.35
H 2.041 -5.848 0.139 0.0 0.0 -0.2 0.34
H -0.106 -4.899 -1.687 0.2 -0.1 0.4 0.33
H -0.354 -4.490 0.068 0.3 -0.3 -0.4 0.36
H -1.071 -2.848 -2.136 0.2 0.1 0.4 0.36
H -0.844 -2.229 -0.460 0.2 -0.4 -0.4 0.19
H 5.413 -3.271 -0.532 -0.2 -0.3 -0.2 0.40
H 4.770 -4.199 -1.933 0.0 0.1 0.3 0.35
C -2.274 5.013 1.564 -0.3 0.4 -0.3 -0.96
N -1.509 3.792 1.492 0.2 -0.3 0.6 0.26
C -0.915 3.249 2.599 -0.5 1.0 1.0 0.14
O -0.962 3.732 3.728 0.3 -0.8 -1.5 -0.69
C -0.223 1.968 2.173 0.4 0.0 0.0 0.15
C -0.702 0.742 2.955 -0.3 -0.2 0.0 -0.58
C -0.355 0.824 4.424 0.2 -0.2 0.1 0.54
C -1.361 0.703 5.385 0.2 0.2 -0.1 -0.38
C -1.059 0.875 6.736 0.2 -0.1 -0.1 -0.59
C 0.260 1.131 7.129 -0.2 0.0 -0.1 -0.45
C 1.274 1.195 6.171 0.1 0.0 -0.2 -0.67
C 0.974 1.033 4.816 -0.5 0.0 0.3 -0.23
N -0.580 1.880 0.741 0.6 -1.0 -0.1 0.44
C -0.184 0.841 -0.020 0.2 1.4 0.1 0.09
C -0.485 0.678 -1.354 -0.2 -0.8 0.3 -0.02
C 0.175 -0.282 -2.162 2.8 2.7 0.1 -0.05
C -0.252 -0.425 -3.562 -0.2 -0.4 -0.9 0.64
C 0.356 -1.411 -4.360 0.1 0.2 0.3 -0.18
C 0.136 -1.482 -5.723 0.0 0.1 -0.1 -1.13
C -0.709 -0.552 -6.338 0.1 -0.1 0.5 0.59
C -0.913 -0.567 -7.751 -0.7 -0.1 -2.9 -0.06
N -1.143 -0.569 -8.898 0.6 0.0 2.5 -0.47
C -1.408 0.379 -5.562 0.0 0.0 0.1 -1.00
C -1.225 0.413 -4.188 0.3 -0.2 0.6 -0.17
C -1.402 3.008 0.269 -0.4 0.6 0.0 0.15
C -2.805 2.562 -0.171 -0.1 -0.1 0.2 -1.53
C -0.697 3.841 -0.817 0.2 0.0 0.1 -1.57
H -2.240 5.414 2.579 0.1 -0.3 -0.1 0.37
H -1.864 5.769 0.881 -0.1 -0.1 0.1 0.30
H -3.328 4.846 1.299 0.3 0.0 0.1 0.31
H 0.872 2.107 2.326 -0.6 -0.1 -0.3 0.22
H -1.797 0.652 2.835 0.4 0.0 0.0 0.32
H -0.245 -0.150 2.492 -0.2 0.2 0.2 0.37
H -2.387 0.507 5.054 0.4 0.1 0.2 0.32
H -1.859 0.818 7.476 0.3 0.0 -0.2 0.38
H 0.494 1.282 8.187 -0.1 -0.1 -0.4 0.37
H 2.309 1.380 6.467 -0.4 -0.1 0.0 0.37
H 1.752 1.090 4.051 -0.1 0.0 0.4 0.33
H 0.496 0.137 0.470 -0.3 0.2 -0.1 0.78
H -1.117 1.386 -1.877 -0.3 -0.6 0.4 -0.28
H 1.230 -0.474 -1.844 -1.4 2.1 -1.5 0.19
H 0.989 -2.142 -3.851 -0.1 0.4 -0.5 0.39
H 0.647 -2.245 -6.305 -0.2 0.2 0.0 0.46
H -2.089 1.086 -6.040 0.2 -0.3 0.2 0.46
H -1.866 1.096 -3.614 0.6 -0.2 -0.3 0.38
H -3.369 2.202 0.703 0.2 -0.1 -0.3 0.37
H -3.347 3.422 -0.578 0.1 -0.2 0.0 0.49
H -2.762 1.778 -0.934 -0.2 0.2 0.2 0.33
H 0.124 4.410 -0.362 -0.1 -0.2 -0.2 0.40
H -0.296 3.197 -1.603 0.0 0.2 0.0 0.39
H -1.397 4.554 -1.269 0.1 -0.2 0.1 0.43



19
Properties=species:S:1:pos:R:3:forces:R:3:mulliken_charge:R:1 method="wB97M-V/def2-TZVPD" charge=+1 largest_force_ev_per_a=4.0 smiles="CC(=O)C1=NCC(C(F)(F)F)=[N+]=C1" e_tot_ha=-754.29569 e_above_lowest_ev=1.655 homo_lumo_gap_ev=7.36 lumo_ev=-7.17
C 0.869 -1.783 -0.480 -0.1 -1.6 2.1 -1.06
C 0.774 -0.564 -1.321 -0.3 -0.5 0.1 0.47
O 1.085 -0.423 -2.460 0.3 0.1 -0.7 -0.42
C 0.279 0.704 -0.615 1.0 -0.1 -2.0 0.73
N -0.577 0.622 0.251 -0.4 -1.9 0.5 -0.29
C -1.277 1.549 0.907 -0.6 4.0 -0.4 -0.49
C -0.956 3.018 0.168 2.1 -2.2 1.1 0.13
C -2.105 3.874 -0.230 -1.2 2.3 0.7 0.77
F -3.112 3.688 0.679 0.8 -0.1 -1.2 -0.22
F -1.868 5.204 -0.271 0.3 -1.4 0.2 -0.22
F -2.445 3.488 -1.438 -0.8 -0.4 -0.5 -0.20
N 0.172 3.025 -0.455 -1.5 1.1 0.1 -0.15
C 0.871 2.062 -0.884 0.1 -1.6 -0.2 -0.19
H 0.335 -2.756 -0.531 -0.7 0.9 -1.5 0.34
H 0.549 -1.577 0.574 1.1 0.3 -0.7 0.29
H 1.872 -2.227 -0.577 0.1 0.8 0.4 0.32
H -0.994 1.500 1.934 -0.6 0.2 1.0 0.39
H -2.343 1.583 0.647 -0.1 -0.6 0.6 0.38
H 1.891 2.063 -1.247 0.2 0.6 0.3 0.43



104
Properties=species:S:1:pos:R:3:forces:R:3:mulliken_charge:R:1 method="wB97M-V/def2-TZVPD" charge=0 largest_force_ev_per_a=10.2 e_tot_ha=-1849.41758 e_above_lowest_ev=23.589 homo_lumo_gap_ev=5.84 lumo_ev=0.16
C 21.944 12.546 -16.050 0.7 2.0 1.8 -0.98
O 20.551 12.797 -16.212 2.3 -1.1 -1.9 -0.41
H 22.054 12.704 -14.978 1.1 -0.2 0.1 0.56
H 22.249 11.533 -16.316 -0.6 1.0 0.5 -0.19
H 22.557 13.243 -16.621 -0.1 0.1 0.1 0.22
H 20.233 13.482 -15.621 1.0 1.0 -0.7 0.13
C 15.956 12.389 -16.240 1.0 2.0 -2.3 -0.40
O 15.978 13.637 -16.918 -3.9 0.5 3.0 -0.80
H 15.585 11.638 -16.937 -0.3 -0.1 0.3 0.58
H 16.975 12.077 -16.013 -0.2 0.5 0.2 -0.26
H 15.361 12.394 -15.326 1.4 1.9 -1.3 0.38
H 16.728 13.698 -17.514 -1.2 -0.3 0.3 0.63
C 19.370 7.852 -17.471 -2.0 -2.0 -1.1 0.71
O 18.256 7.700 -16.626 -1.1 0.5 0.8 -0.53
H 19.114 8.146 -18.489 -0.3 -0.5 1.5 0.48
H 20.041 8.600 -17.049 -2.6 -1.1 -0.7 -2.62
H 19.839 6.868 -17.456 0.4 0.4 -0.7 0.56
H 17.607 7.060 -16.931 0.3 -0.1 -0.2 0.30
C 19.121 9.041 -20.193 -1.8 -1.0 -0.8 -0.69
O 20.464 9.274 -20.115 1.4 1.1 -2.3 -0.41
H 18.778 9.117 -21.225 -0.5 0.3 0.1 0.43
H 19.010 8.015 -19.845 -1.0 0.0 -1.1 0.28
H 18.586 9.673 -19.484 -0.2 0.2 -0.5 -0.02
H 20.801 9.047 -20.985 0.6 0.0 0.0 0.33
C 18.870 10.513 -16.812 0.8 1.2 -0.3 -1.12
O 20.286 10.774 -16.920 -6.1 0.3 2.1 0.62
H 18.553 10.258 -15.800 0.9 -0.3 -0.4 -0.22
H 18.251 11.358 -17.115 0.3 0.2 -0.1 0.66
H 18.690 9.709 -17.525 -0.6 0.6 0.7 0.32
H 20.563 11.643 -16.623 -1.7 0.4 0.4 -1.01
C 18.889 13.794 -17.963 2.1 1.3 -0.7 -0.60
O 17.605 13.391 -18.336 3.0 -1.1 -3.2 -0.54
H 19.610 12.982 -17.869 -0.6 0.2 -0.6 0.32
H 19.244 14.541 -18.672 0.3 0.0 -0.2 0.47
H 18.871 14.259 -16.977 0.3 0.0 -1.7 0.41
H 17.741 12.722 -19.011 -0.6 -0.1 -0.2 0.42
C 23.824 7.884 -16.134 0.3 1.4 2.3 -1.73
C 22.402 7.936 -15.454 1.2 -1.1 -0.1 0.01
C 22.048 9.257 -14.700 0.2 -1.0 -0.8 -0.27
O 20.773 9.069 -14.105 0.4 -1.0 -0.5 -0.47
C 20.171 10.223 -13.605 2.1 -2.2 -1.2 -1.02
N 21.446 7.612 -16.477 1.8 -6.4 7.7 -0.80
H 24.615 8.069 -15.408 0.1 -0.5 0.6 0.54
H 24.024 8.742 -16.776 -0.2 -0.6 1.1 0.42
H 24.064 6.951 -16.644 -0.4 0.0 0.0 0.32
H 22.387 7.135 -14.716 0.2 0.0 0.5 0.65
H 22.025 10.003 -15.495 -0.4 0.2 0.7 -0.41
H 22.775 9.534 -13.937 0.3 0.0 0.2 0.64
H 20.879 10.659 -12.900 -0.2 0.5 0.5 0.66
H 19.210 9.976 -13.154 2.8 -1.5 -1.3 0.35
H 20.012 10.912 -14.435 0.5 -1.3 0.4 0.13
H 21.634 8.255 -17.232 0.5 -1.1 -0.1 0.99
H 20.550 7.932 -16.138 1.4 -1.1 1.5 0.14
C 12.569 8.806 -14.408 0.9 1.1 0.1 -1.43
C 13.618 9.950 -14.012 -1.3 -1.2 0.1 0.92
C 14.274 10.673 -15.216 -0.6 -1.2 2.4 -0.56
O 15.144 9.782 -15.908 0.8 -0.1 -0.1 -0.38
C 16.481 9.739 -15.311 -1.3 -0.2 0.6 1.13
N 12.971 10.930 -13.114 0.1 0.8 -0.5 -0.81
H 12.408 8.764 -15.485 0.1 0.1 0.0 0.31
H 11.607 9.020 -13.942 0.1 -0.1 0.1 0.43
H 12.929 7.823 -14.102 -0.1 0.1 0.1 0.29
H 14.393 9.456 -13.426 0.4 -0.2 -0.4 0.15
H 14.815 11.529 -14.812 -0.8 -1.9 1.1 -0.77
H 13.551 11.208 -15.831 -0.2 -0.7 -0.6 0.60
H 16.983 10.701 -15.416 -0.9 -0.6 0.7 -1.27
H 17.210 9.028 -15.701 -1.2 -0.4 -0.8 0.27
H 16.356 9.429 -14.274 0.0 0.3 0.2 0.43
H 13.657 11.627 -12.864 0.2 0.4 -0.3 0.22
H 12.717 10.597 -12.195 -0.3 -0.8 -0.2 0.26
C 23.618 9.254 -18.599 0.4 1.4 -0.1 -1.94
C 22.501 10.077 -17.903 -0.4 -0.4 -2.7 0.15
C 22.139 11.410 -18.637 1.4 -1.1 0.0 -0.28
O 23.343 12.167 -18.576 0.0 1.3 -1.0 -0.45
C 23.238 13.345 -19.362 -0.1 0.5 -0.5 -0.78
N 21.351 9.204 -17.817 2.9 4.2 -7.1 -0.38
H 23.753 8.316 -18.060 -0.9 -0.1 -2.1 0.36
H 24.594 9.694 -18.393 0.2 0.5 -0.4 0.50
H 23.474 9.251 -19.680 -0.1 -0.4 0.0 0.34
H 22.844 10.372 -16.912 0.2 -0.7 -0.3 1.19
H 21.271 11.887 -18.180 0.7 0.4 -0.4 0.00
H 21.837 11.210 -19.665 0.3 -0.1 -0.2 1.14
H 24.143 13.928 -19.532 0.6 -0.6 0.8 0.32
H 22.535 14.080 -18.970 -0.4 -0.1 0.4 0.22
H 22.932 13.174 -20.394 -0.4 -0.6 -0.1 0.31
H 20.892 8.932 -18.675 2.1 0.0 -0.3 0.50
H 20.612 9.812 -17.496 1.3 -0.7 -0.2 0.77
C 17.921 14.331 -15.343 0.4 0.0 1.7 0.39
C 19.160 14.242 -14.385 -1.9 -0.1 1.7 -0.79
C 19.375 12.789 -13.805 -2.0 2.3 0.2 0.31
O 18.184 12.491 -13.055 0.3 0.2 -0.3 -0.43
C 18.006 11.120 -12.796 -2.0 0.7 1.4 -0.89
N 20.350 14.697 -15.052 1.0 3.2 0.7 -0.31
H 17.919 13.570 -16.124 0.0 0.2 1.6 -1.85
H 17.907 15.300 -15.842 0.0 0.1 0.1 0.34
H 16.958 14.259 -14.839 0.4 -0.1 0.4 0.49
H 19.108 15.018 -13.621 -1.3 -0.7 0.9 0.68
H 20.237 12.762 -13.139 0.2 0.0 0.0 0.57
H 19.521 12.087 -14.626 -0.8 1.3 0.4 -0.44
H 17.109 10.921 -12.209 -0.5 0.8 -0.1 0.53
H 18.798 10.709 -12.170 -0.8 1.0 0.7 0.50
H 17.907 10.544 -13.716 -0.2 0.4 0.4 0.30
H 20.200 15.684 -15.205 0.0 0.2 -0.7 0.32
H 21.140 14.725 -14.424 0.2 -0.4 0.3 0.33



Repeat the third record exactly.
19
Properties=species:S:1:pos:R:3:forces:R:3:mulliken_charge:R:1 method="wB97M-V/def2-TZVPD" charge=+1 largest_force_ev_per_a=4.0 smiles="CC(=O)C1=NCC(C(F)(F)F)=[N+]=C1" e_tot_ha=-754.29569 e_above_lowest_ev=1.655 homo_lumo_gap_ev=7.36 lumo_ev=-7.17
C 0.869 -1.783 -0.480 -0.1 -1.6 2.1 -1.06
C 0.774 -0.564 -1.321 -0.3 -0.5 0.1 0.47
O 1.085 -0.423 -2.460 0.3 0.1 -0.7 -0.42
C 0.279 0.704 -0.615 1.0 -0.1 -2.0 0.73
N -0.577 0.622 0.251 -0.4 -1.9 0.5 -0.29
C -1.277 1.549 0.907 -0.6 4.0 -0.4 -0.49
C -0.956 3.018 0.168 2.1 -2.2 1.1 0.13
C -2.105 3.874 -0.230 -1.2 2.3 0.7 0.77
F -3.112 3.688 0.679 0.8 -0.1 -1.2 -0.22
F -1.868 5.204 -0.271 0.3 -1.4 0.2 -0.22
F -2.445 3.488 -1.438 -0.8 -0.4 -0.5 -0.20
N 0.172 3.025 -0.455 -1.5 1.1 0.1 -0.15
C 0.871 2.062 -0.884 0.1 -1.6 -0.2 -0.19
H 0.335 -2.756 -0.531 -0.7 0.9 -1.5 0.34
H 0.549 -1.577 0.574 1.1 0.3 -0.7 0.29
H 1.872 -2.227 -0.577 0.1 0.8 0.4 0.32
H -0.994 1.500 1.934 -0.6 0.2 1.0 0.39
H -2.343 1.583 0.647 -0.1 -0.6 0.6 0.38
H 1.891 2.063 -1.247 0.2 0.6 0.3 0.43